[1]
{
  "formula": "C4H12N2",
  "method": "wB97M-V/def2-TZVPD",
  "e_above_lowest_kj_mol": 394.0,
  "multiplicity": 2,
  "charge": 3,
  "s2": 0.755,
  "gap_ev": [8.33, 6.00],
  "elements": ["C", "C", "C", "C", "N", "N", "H", "H", "H", "H", "H", "H", "H", "H", "H", "H", "H", "H"],
  "xyz": [[-0.3583, 0.6728, -0.5427], [-0.9547, -0.6190, -0.7545], [-0.8124, -1.0911, 0.7413], [-0.8969, -0.2936, 1.8336], [0.1356, -2.2354, 0.8379], [1.4522, 2.5307, -1.4139], [-0.8764, 1.6343, -0.5191], [0.7133, 0.6760, -0.2521], [-2.0182, -0.6398, -1.0832], [-0.4210, -1.1845, -1.5643], [-0.9082, -0.8070, 2.8094], [-0.9187, 0.8004, 1.8872], [1.0808, -2.2765, 0.4347], [-0.2902, -3.1133, 0.4648], [0.2946, -2.4175, 1.8403], [1.6557, 2.1781, -2.3627], [0.8640, 3.3671, -1.5137], [2.2588, 2.8184, -0.8428]],
  "atomic_forces_ev_per_a": [[0.71, -0.82, 0.63], [-1.52, 0.31, -0.87], [2.76, 1.60, -1.71], [-0.33, -0.63, 0.67], [-1.56, -2.41, 1.18], [1.32, 2.79, -1.72], [-0.36, -0.25, 0.16], [-0.50, -0.01, -0.43], [0.57, 0.38, 0.34], [0.09, -0.16, 1.06], [0.73, 0.41, -0.15], [-1.32, -0.43, -0.15], [0.02, 1.07, -0.37], [-0.05, 0.25, 0.19], [0.04, -0.26, 0.04], [0.10, -0.90, 0.18], [-1.02, -0.07, 0.39], [0.34, -0.86, 0.57]]
}

[2]
{
  "formula": "C4H9N2O4",
  "method": "wB97M-V/def2-TZVPD",
  "e_above_lowest_kj_mol": 566.0,
  "charge": 1,
  "gap_ev": [8.19, 8.38],
  "elements": ["C", "C", "C", "C", "N", "N", "O", "O", "O", "O", "H", "H", "H", "H", "H", "H", "H", "H", "H"],
  "xyz": [[-0.5229, -1.3232, -1.4107], [0.9866, -0.6172, -1.5227], [-0.0085, -0.4954, 0.7156], [-0.8548, 1.7894, 0.9937], [-0.9045, -1.1613, -0.1097], [1.3143, -0.5623, -0.0387], [-1.2915, -1.8385, -2.2337], [1.9975, -1.4212, -2.0526], [0.1660, -0.9015, 1.9921], [-2.1677, -1.5333, 0.2357], [0.7415, 0.3282, -2.0098], [-1.6611, 1.1863, 0.7134], [-0.2822, 2.4311, 0.3696], [-0.6423, 2.0714, 2.0751], [1.8145, -1.4499, 0.1620], [1.9040, 0.1586, 0.1176], [2.2183, -1.2569, -2.9958], [0.1484, -1.8780, 2.1680], [-2.5359, -2.1168, -0.4335]],
  "atomic_forces_ev_per_a": [[-0.71, -0.63, -1.45], [-1.92, -2.66, -0.29], [-0.21, 2.85, 2.27], [2.78, -1.89, 2.33], [0.83, -1.17, -2.09], [-3.03, -2.95, -2.18], [2.47, 1.31, 1.45], [-0.49, 0.75, -0.41], [-0.09, -0.63, 0.25], [0.01, 1.11, 2.09], [0.80, 0.30, 0.33], [-1.53, 0.21, -0.36], [-0.03, 0.19, -1.08], [-0.70, -0.91, -1.39], [-0.21, 0.30, -0.03], [2.27, 3.21, 1.24], [-0.45, 0.07, 0.77], [-0.20, 0.80, -0.52], [0.43, -0.27, -0.94]]
}

[3]
{
  "formula": "H24O12",
  "method": "wB97M-V/def2-TZVPD",
  "e_above_lowest_kj_mol": 106.7,
  "gap_ev": 9.70,
  "elements": ["O", "H", "H", "O", "H", "H", "O", "H", "H", "O", "H", "H", "O", "H", "H", "O", "H", "H", "O", "H", "H", "O", "H", "H", "O", "H", "H", "O", "H", "H", "O", "H", "H", "O", "H", "H"],
  "xyz": [[1.3193, -3.1974, -1.2024], [1.3386, -2.9388, -0.2694], [1.0791, -4.1305, -1.2018], [-0.6151, -0.0273, 0.1012], [0.1874, -0.5391, 0.2702], [-0.8518, 0.3753, 0.9442], [0.2250, 2.5838, 2.4946], [-0.4628, 2.0059, 2.8623], [0.8957, 2.6576, 3.1790], [-2.1357, -3.0546, -0.9418], [-2.1115, -2.1338, -1.2687], [-1.3836, -3.1118, -0.3476], [1.1827, -1.9093, 1.5338], [1.4430, -1.0957, 1.9854], [1.1389, -2.5720, 2.2337], [-2.5196, 3.3682, 0.7491], [-2.7252, 3.9901, 0.0469], [-1.8196, 2.8086, 0.3767], [3.4166, -0.9372, 0.1144], [2.9603, -1.7845, 0.2048], [4.1942, -1.1383, -0.4185], [2.1548, 1.1851, -1.5221], [3.0732, 1.4681, -1.5680], [2.1829, 0.3608, -1.0099], [0.2918, -0.8269, -2.7374], [0.8586, -0.1044, -2.4495], [0.6179, -1.5835, -2.2351], [0.0320, 2.6326, -0.3867], [0.7783, 2.2659, -0.8881], [0.2782, 2.5006, 0.5406], [-2.6027, -0.7682, -2.5528], [-3.0179, 0.0479, -2.2571], [-1.6463, -0.5686, -2.5702], [-2.2319, 1.2155, 2.7666], [-2.4796, 1.9639, 2.1951], [-3.0451, 0.9917, 3.2282]],
  "atomic_forces_ev_per_a": [[0.25, 0.09, 0.36], [-0.25, -0.06, -0.11], [-0.09, 0.07, -0.15], [0.18, -0.35, -0.06], [-0.47, 0.03, 0.08], [-0.06, -0.13, 0.05], [0.08, -0.31, 0.08], [-0.09, 0.13, 0.10], [0.01, 0.07, -0.03], [0.21, 0.14, 0.07], [-0.34, -0.28, -0.06], [-0.01, 0.06, 0.05], [0.20, -0.19, 0.23], [0.08, -0.04, -0.08], [-0.12, 0.04, -0.05], [-0.04, -0.46, 0.25], [0.01, 0.00, 0.02], [0.16, 0.34, -0.39], [-0.01, -0.12, -0.14], [0.08, 0.14, 0.07], [-0.02, 0.05, 0.00], [0.00, -0.26, -0.03], [-0.02, 0.03, -0.06], [0.31, 0.22, 0.14], [0.07, -0.02, 0.06], [-0.07, 0.34, -0.23], [-0.15, -0.38, -0.10], [0.11, 0.48, 0.09], [-0.32, -0.10, 0.07], [0.10, 0.20, -0.05], [0.27, 0.19, 0.04], [0.03, -0.06, 0.07], [-0.09, -0.06, -0.12], [0.08, 0.26, -0.24], [-0.16, 0.03, 0.04], [0.07, -0.10, 0.03]]
}

[4]
{
  "formula": "C3HOS",
  "method": "wB97M-V/def2-TZVPD",
  "e_above_lowest_kj_mol": 1.7,
  "charge": -1,
  "gap_ev": 7.28,
  "elements": ["O", "C", "C", "C", "S", "H"],
  "xyz": [[1.2635, -2.3148, 1.1728], [0.6415, -1.7121, 0.3184], [0.0598, -0.5319, -0.1673], [-0.0439, -1.6641, -0.9425], [-0.5159, -2.5167, -2.4782], [-0.1367, 0.5139, -0.0596]],
  "atomic_forces_ev_per_a": [[0.25, -0.19, 0.33], [-0.37, 0.26, -0.30], [0.11, -0.88, -0.17], [-0.37, -1.12, -2.05], [0.56, 1.47, 2.30], [-0.18, 0.46, -0.12]]
}

[5]
{
  "formula": "C15H11BrN11W",
  "method": "wB97M-V/def2-TZVPD",
  "e_above_lowest_kj_mol": 206.7,
  "multiplicity": 3,
  "charge": 1,
  "s2": 2.031,
  "gap_ev": [6.65, 5.96],
  "elements": ["W", "N", "C", "N", "N", "N", "N", "C", "N", "N", "N", "N", "H", "Br", "C", "C", "C", "C", "N", "C", "H", "H", "H", "H", "C", "C", "C", "C", "C", "C", "C", "C", "N", "H", "H", "H", "H", "H", "H"],
  "xyz": [[0.3900, -0.6819, -0.8142], [-0.5154, -4.1419, -1.3628], [-1.0456, -3.5016, -0.2762], [-1.8441, -4.0670, 0.5857], [-2.1019, -3.0973, 1.4914], [-1.5267, -2.0092, 1.1869], [-0.7974, -2.2078, 0.0287], [0.3201, -3.5216, -2.2113], [0.8681, -4.0501, -3.2721], [1.6301, -3.0632, -3.8043], [1.5699, -1.9916, -3.1397], [0.7153, -2.2197, -2.0522], [-0.7588, -5.1065, -1.5378], [2.0362, 4.8050, -2.1397], [2.5366, 2.9993, -2.1144], [3.7969, 2.5899, -2.5276], [4.0869, 1.2390, -2.4752], [3.1331, 0.3474, -2.0291], [1.9064, 0.7387, -1.6305], [1.6292, 2.0615, -1.6748], [4.5237, 3.3102, -2.8773], [5.0522, 0.8640, -2.7836], [3.3367, -0.7111, -2.0081], [0.6509, 2.3901, -1.3566], [-0.4392, 0.4040, 0.5835], [-1.2783, 0.8672, 1.6772], [-2.5661, 1.3327, 1.4124], [-3.3837, 1.7238, 2.4526], [-2.9115, 1.6524, 3.7618], [-1.6231, 1.1921, 4.0304], [-0.8081, 0.8026, 2.9887], [-3.7605, 2.0658, 4.8481], [-4.4354, 2.4018, 5.7137], [-0.6639, 1.0056, -0.3827], [0.6799, 0.5515, 0.8109], [-2.9305, 1.3735, 0.3929], [-4.3856, 2.0821, 2.2628], [-1.2746, 1.1413, 5.0522], [0.1882, 0.4290, 3.1903]],
  "atomic_forces_ev_per_a": [[0.24, -0.40, -0.25], [-0.01, 0.08, -0.02], [0.01, -0.03, -0.05], [0.09, -0.06, 0.09], [-0.13, 0.11, -0.12], [0.14, -0.08, 0.11], [-0.01, 0.12, -0.06], [0.09, -0.09, -0.20], [0.01, 0.00, 0.02], [-0.03, 0.10, 0.06], [0.10, 0.09, -0.06], [-0.17, 0.07, 0.18], [-0.03, 0.00, 0.05], [0.02, -0.01, 0.00], [0.01, 0.09, -0.02], [-0.04, -0.06, 0.02], [0.07, -0.01, -0.02], [-0.13, -0.12, 0.07], [0.06, 0.21, -0.08], [-0.01, -0.10, -0.06], [0.00, 0.00, 0.00], [-0.01, 0.00, 0.00], [-0.01, -0.05, 0.01], [-0.04, -0.03, 0.01], [-0.41, 0.60, 0.68], [-0.06, -0.09, 0.01], [0.01, -0.02, -0.05], [-0.03, 0.01, 0.00], [-0.03, 0.02, 0.04], [0.00, 0.00, 0.04], [0.05, -0.02, -0.03], [0.03, -0.02, -0.04], [0.00, 0.00, 0.00], [0.24, -0.24, -0.12], [-0.02, -0.07, -0.22], [-0.03, 0.01, 0.02], [0.00, 0.00, -0.01], [0.01, 0.00, 0.00], [-0.01, 0.00, 0.03]]
}

[6]
{
  "formula": "C8H6N2O2",
  "method": "wB97M-V/def2-TZVPD",
  "e_above_lowest_kj_mol": 543.3,
  "gap_ev": 9.43,
  "elements": ["O", "C", "N", "N", "C", "O", "C", "C", "C", "C", "C", "C", "H", "H", "H", "H", "H", "H"],
  "xyz": [[-1.6363, -2.2474, 0.9174], [-1.3221, -1.0290, 0.7145], [-1.9324, -0.0881, 1.5188], [-2.1597, 1.2554, 1.4496], [-1.0462, 1.7791, 1.3993], [0.1542, 0.8450, 1.7525], [0.4770, 0.5433, 0.3093], [1.6271, 0.8181, -0.3225], [1.9589, 0.1282, -1.5292], [1.2176, -0.8789, -2.1365], [0.2107, -1.4071, -1.2781], [-0.1173, -0.5497, -0.1629], [-2.5473, -0.5691, 2.3495], [-0.8542, 2.8792, 1.1798], [2.0971, 1.7670, 0.2231], [2.8419, 0.4328, -2.0910], [1.4860, -1.4492, -2.9389], [-0.4550, -2.2296, -1.3547]],
  "atomic_forces_ev_per_a": [[1.07, 3.57, -1.11], [0.38, -2.57, 0.99], [-4.40, -4.60, 3.50], [-0.37, -0.27, -0.89], [4.27, 1.30, 1.20], [-1.00, 4.08, -4.88], [0.75, -1.26, 3.35], [2.35, 3.42, -0.16], [0.87, 1.78, -0.34], [-1.85, -0.54, 4.88], [0.09, 4.06, 0.98], [-4.97, -4.86, -0.42], [1.76, 1.32, -3.28], [-0.01, -1.71, 0.56], [0.18, -2.29, -1.89], [-0.05, 0.23, 0.40], [1.03, -0.83, -2.29], [-0.12, -0.83, -0.59]]
}